# 1
Entry from OMol25: a structure of composition C11H7CaNO5 at a distorted geometry (ωB97M-V with the def2-TZVPD basis set).

Last column: Mulliken charge in e.
Geometry (Å):
1 O 3.709 0.331 -3.632  -0.139
2 C 2.701 0.295 -3.064  0.138
3 Ca -0.340 -0.017 0.839  1.849
4 O -2.090 0.407 -2.317  -0.001
5 C -1.422 0.276 -1.377  0.043
6 C -2.359 -0.165 1.983  -0.004
7 O -3.168 -0.278 2.791  0.031
8 C -0.074 2.574 0.266  -0.015
9 O 0.175 3.702 0.381  -0.008
10 C -0.299 -2.403 -0.448  0.055
11 O -0.180 -3.543 -0.653  -0.023
12 N 1.409 -0.505 2.362  -0.822
13 C 2.859 -0.331 2.368  1.043
14 C 3.379 0.935 2.754  -0.573
15 C 4.784 1.094 2.712  -0.417
16 C 5.623 0.110 2.207  -0.619
17 C 5.064 -1.144 1.897  -0.498
18 C 3.680 -1.344 1.918  -0.506
19 H 0.856 0.054 3.034  0.445
20 H 1.043 -1.494 2.452  0.404
21 H 2.680 1.758 2.957  0.248
22 H 5.166 2.093 2.935  0.356
23 H 6.688 0.263 2.228  0.422
24 H 5.722 -1.899 1.490  0.381
25 H 3.244 -2.273 1.473  0.210

The value obtained for the largest force on an atom is 0.1316 Eh/bohr. The calculated total energy comes out at -41669.52095 eV. The calculation puts the frontier orbital gap at 5.999 eV. The total charge is +2. For the HOMO energy, the calculation gives -14.999 eV. Its multiplicity is 1. The LUMO energy comes out at -0.3307 hartree.

# 2
Entry from OMol25: a cluster of 2 separate species, C16H27N4O4S in total at a distorted geometry (ωB97M-V with the def2-TZVPD basis set).

Last column: Mulliken charge in e.
Geometry (Å):
1 C -0.055 -0.082 5.009  -0.723
2 C 0.027 0.296 3.544  -0.149
3 C -1.229 -0.175 2.601  -0.421
4 C -1.061 -1.649 1.832  0.190
5 N 0.442 -1.837 1.908  -0.340
6 C 0.695 -3.147 1.543  0.224
7 S 1.356 -4.548 0.792  -0.113
8 N -1.708 -1.505 0.438  -0.184
9 C -2.617 -0.286 0.694  0.277
10 N -3.953 -0.110 0.432  -0.313
11 N -1.605 0.654 1.379  -0.258
12 O -0.576 1.021 0.565  0.110
13 C -0.891 2.364 -0.025  -0.496
14 C -0.011 2.717 -1.360  0.417
15 C 0.159 1.425 -2.402  -1.202
16 C 1.498 3.285 -1.080  -1.056
17 C 1.822 3.688 0.474  0.399
18 C 2.381 2.369 1.300  -0.958
19 C 3.121 4.741 0.408  -1.236
20 H 0.522 0.470 5.866  0.281
21 H -0.734 -1.025 5.276  0.218
22 H 0.989 0.854 3.181  0.180
23 H -2.163 -0.024 3.301  0.323
24 H -1.734 -2.324 2.543  0.475
25 H -2.201 -2.402 0.229  0.374
26 H -4.438 0.807 0.300  0.297
27 H -4.557 -0.984 0.422  0.294
28 H -2.023 2.263 -0.391  0.288
29 H -0.908 3.211 0.796  0.192
30 H -0.601 3.537 -1.979  0.370
31 H 0.612 0.476 -1.889  0.228
32 H -0.828 1.204 -3.012  0.304
33 H 0.958 1.779 -3.209  0.387
34 H 2.302 2.550 -1.558  0.394
35 H 1.601 4.292 -1.712  0.228
36 H 0.977 4.279 1.027  0.258
37 H 2.125 2.558 2.430  0.196
38 H 1.994 1.352 0.871  0.234
39 H 3.565 2.367 1.217  0.348
40 H 3.531 4.810 1.527  0.328
41 H 3.954 4.172 -0.217  0.299
42 H 2.836 5.786 -0.040  0.355
43 C -0.716 -5.684 -2.811  -0.341
44 C -0.034 -4.378 -2.564  0.192
45 O 0.458 -4.020 -3.842  -0.341
46 C -0.316 -4.669 -4.760  0.629
47 O -0.282 -4.458 -5.961  -0.527
48 O -1.134 -5.582 -4.160  -0.312
49 H -1.573 -5.837 -2.151  0.298
50 H -0.035 -6.536 -2.716  0.277
51 H -0.727 -3.602 -2.222  0.119
52 H 0.785 -4.465 -1.844  -0.016

The value obtained for the largest force on an atom is 0.1731 Eh/bohr. The calculated total energy comes out at -41996.36551 eV. The calculation puts the frontier orbital gap at 7.087 eV. The total charge is +1. For the HOMO energy, the calculation gives -12.197 eV. Its multiplicity is 1. The LUMO energy comes out at -0.1878 hartree.

# 3
Entry from OMol25: a cluster of 2 separate species, CH4N3 in total at a distorted geometry (ωB97M-V with the def2-TZVPD basis set).

Last column: Mulliken charge in e.
Geometry (Å):
1 C -1.164 0.058 -0.239  -0.074
2 N 2.937 0.446 -0.372  -0.600
3 N 1.302 -1.019 0.281  -0.591
4 N 2.196 -0.346 0.056  1.044
5 H -1.484 0.756 0.507  0.316
6 H -1.737 -0.927 -0.134  0.299
7 H -0.301 0.009 -0.751  0.312
8 H 3.652 0.948 -0.006  0.295

The value obtained for the largest force on an atom is 0.1075 Eh/bohr. The calculated total energy comes out at -5558.24347 eV. The calculation puts the frontier orbital gap (alpha / beta) at 6.001 / 5.998 eV. The total charge is +1. For the HOMO energy (alpha / beta), the calculation gives -15.049 / -15.047 eV. Its multiplicity is 1. The LUMO energy (alpha / beta) comes out at -0.3325 / -0.3325 hartree.

# 4
Entry from OMol25: a structure of composition C47H47N5P2STi (ωB97M-V with the def2-TZVPD basis set).

Last column: Löwdin spin population.
Geometry (Å):
1 Ti 0.536 -0.497 -0.991  1.796
2 C -1.692 -3.156 -2.289  0.006
3 C -0.447 -3.643 -1.625  0.008
4 C -0.340 -5.006 -1.342  0.001
5 C 0.814 -5.502 -0.789  0.004
6 C 1.876 -4.634 -0.574  0.002
7 C 1.715 -3.302 -0.892  0.006
8 N 0.549 -2.787 -1.360  0.012
9 C 2.872 -2.370 -0.836  0.013
10 C 4.188 -2.808 -0.763  -0.002
11 C 5.201 -1.868 -0.862  0.010
12 C 4.890 -0.531 -1.041  -0.002
13 C 3.553 -0.160 -1.076  0.011
14 N 2.585 -1.074 -0.980  0.008
15 C 3.117 1.234 -1.314  0.003
16 C 3.955 2.290 -1.020  0.001
17 C 3.537 3.575 -1.343  0.001
18 C 2.344 3.730 -2.008  0.001
19 C 1.552 2.614 -2.293  0.003
20 C 0.358 2.798 -3.170  0.003
21 N 1.894 1.386 -1.876  0.010
22 H -1.633 -2.105 -2.552  0.003
23 H -1.850 -3.715 -3.212  0.000
24 H -2.559 -3.335 -1.652  0.000
25 H -1.182 -5.648 -1.566  0.000
26 H 0.907 -6.551 -0.540  0.000
27 H 2.807 -5.002 -0.169  0.000
28 H 4.427 -3.856 -0.676  0.000
29 H 6.234 -2.187 -0.835  0.001
30 H 5.667 0.205 -1.177  0.000
31 H 4.905 2.125 -0.534  0.000
32 H 4.157 4.429 -1.106  0.000
33 H 2.007 4.703 -2.338  0.000
34 H 0.707 3.055 -4.173  0.000
35 H -0.228 1.891 -3.252  0.002
36 H -0.280 3.611 -2.823  0.000
37 C -3.255 -0.355 -0.812  0.006
38 C -2.970 -0.282 0.681  0.002
39 P -1.288 -0.857 1.148  0.017
40 C -1.163 -0.118 2.817  -0.001
41 C -0.746 -0.837 3.931  -0.001
42 C -0.669 -0.230 5.177  0.000
43 C -1.028 1.099 5.335  -0.001
44 C -1.462 1.822 4.232  0.000
45 C -1.517 1.223 2.984  -0.001
46 C -1.447 -2.642 1.454  0.006
47 C -0.297 -3.334 1.838  0.003
48 C -0.358 -4.681 2.158  0.000
49 C -1.562 -5.366 2.055  0.001
50 C -2.700 -4.697 1.629  0.000
51 C -2.645 -3.341 1.337  0.001
52 P -1.879 0.401 -1.774  0.029
53 C -2.031 2.164 -1.329  0.006
54 C -3.052 2.983 -1.810  0.000
55 C -3.093 4.327 -1.473  0.000
56 C -2.110 4.874 -0.658  0.000
57 C -1.086 4.070 -0.181  0.001
58 C -1.048 2.723 -0.515  0.010
59 C -2.430 0.206 -3.496  -0.001
60 C -3.768 0.337 -3.878  -0.001
61 C -4.150 0.135 -5.195  0.000
62 C -3.202 -0.210 -6.149  0.000
63 C -1.873 -0.361 -5.781  0.000
64 C -1.494 -0.159 -4.464  0.002
65 H -4.182 0.178 -1.029  0.000
66 H -3.386 -1.380 -1.155  0.000
67 H -3.726 -0.808 1.267  0.000
68 H -3.026 0.760 0.996  0.000
69 H -0.491 -1.883 3.850  0.000
70 H -0.348 -0.814 6.030  0.000
71 H -0.997 1.560 6.314  0.000
72 H -1.780 2.852 4.346  0.000
73 H -1.865 1.816 2.146  0.000
74 H 0.652 -2.809 1.916  0.001
75 H 0.536 -5.194 2.489  0.000
76 H -1.615 -6.417 2.309  0.000
77 H -3.640 -5.227 1.546  0.000
78 H -3.558 -2.837 1.042  0.000
79 H -3.812 2.586 -2.472  0.000
80 H -3.890 4.951 -1.856  0.000
81 H -2.137 5.927 -0.408  0.000
82 H -0.300 4.495 0.434  0.000
83 H -0.220 2.117 -0.156  0.007
84 H -4.530 0.593 -3.153  0.000
85 H -5.189 0.246 -5.474  0.000
86 H -3.500 -0.369 -7.177  0.000
87 H -1.133 -0.642 -6.518  0.000
88 H -0.453 -0.297 -4.191  0.002
89 C 4.029 0.819 3.992  0.000
90 N 3.024 1.796 3.647  0.001
91 C 2.900 3.045 4.396  0.000
92 C 1.659 3.701 3.772  0.000
93 N 1.433 2.871 2.588  0.000
94 C 2.152 1.728 2.645  0.002
95 S 1.975 0.420 1.590  0.007
96 H 3.836 0.418 4.988  0.000
97 H 5.017 1.284 3.986  0.000
98 H 3.998 0.011 3.267  0.000
99 H 3.801 3.650 4.272  0.000
100 H 2.774 2.835 5.458  0.000
101 H 1.838 4.737 3.494  0.000
102 H 0.799 3.658 4.443  0.000
103 H 0.531 2.818 2.153  0.000

The value obtained for the largest force on an atom is 0.0169 Eh/bohr. The calculated total energy comes out at -109472.44576 eV. The calculation puts the frontier orbital gap (alpha / beta) at 7.016 / 7.617 eV. The total charge is +2. For the HOMO energy (alpha / beta), the calculation gives -12.317 / -12.981 eV. Its multiplicity is 3. The LUMO energy (alpha / beta) comes out at -0.1948 / -0.1971 hartree. As for the expectation value of S²: 2.01.

# 5
Entry from OMol25: a structure of composition C23H20Cl2N5O4S4Ti at a distorted geometry (ωB97M-V with the def2-TZVPD basis set).

Last column: Mulliken charge in e.
Geometry (Å):
1 Ti -1.476 0.113 0.703  0.476
2 Cl -1.706 1.946 2.240  -0.086
3 C -2.886 3.010 1.553  0.688
4 C -2.928 4.326 1.972  -0.839
5 C -3.877 5.168 1.420  -0.488
6 C -4.765 4.693 0.468  -0.640
7 C -4.720 3.367 0.070  0.203
8 Cl -5.834 2.771 -1.088  -0.195
9 C -3.763 2.489 0.602  0.390
10 S -3.698 0.817 0.136  -0.384
11 H -2.229 4.675 2.716  0.471
12 H -3.923 6.194 1.742  0.396
13 H -5.500 5.350 0.033  0.445
14 O 3.097 -1.125 4.497  -0.456
15 C 2.638 -0.261 5.340  -0.132
16 O 2.804 0.245 6.386  -0.504
17 C 1.850 -0.346 4.088  1.484
18 C 2.037 0.621 3.000  -1.274
19 C 1.172 0.680 1.973  -0.570
20 N 0.063 -0.126 1.844  0.750
21 C -0.149 -1.008 2.886  0.225
22 C 0.639 -1.152 3.976  -0.732
23 C -1.377 -1.791 2.631  0.575
24 O -1.629 -2.901 3.110  -0.792
25 O -2.141 -1.247 1.742  -0.392
26 H 2.883 1.287 3.055  0.468
27 H 1.320 1.410 1.181  0.523
28 H 0.380 -1.855 4.753  0.602
29 N -3.131 -3.583 1.144  -0.265
30 C -2.159 -3.634 0.016  -0.319
31 C -2.564 -2.689 -1.120  -0.892
32 N -1.927 -1.366 -0.988  -0.240
33 H -2.584 -3.509 2.111  0.335
34 H -3.787 -4.367 1.138  0.371
35 H -3.644 -2.690 1.095  0.295
36 H -2.089 -4.661 -0.344  0.494
37 H -1.170 -3.336 0.384  0.121
38 H -3.648 -2.553 -1.111  0.414
39 H -2.293 -3.143 -2.081  0.382
40 H -2.463 -0.698 -1.554  0.352
41 H -0.997 -1.432 -1.414  0.054
42 S 3.530 -2.817 -1.736  -0.305
43 C 2.598 -1.487 -1.758  0.050
44 S 1.185 -1.275 -0.660  0.002
45 C 0.906 0.328 -1.433  0.498
46 N 1.771 0.589 -2.331  -0.925
47 N 2.687 -0.365 -2.521  0.652
48 C 3.727 -0.060 -3.434  0.715
49 C 4.357 -1.032 -4.199  -0.544
50 C 5.378 -0.658 -5.055  -0.668
51 C 5.762 0.668 -5.161  -0.466
52 C 5.109 1.635 -4.413  -0.610
53 C 4.091 1.278 -3.550  -0.331
54 S -0.405 1.343 -1.012  -0.289
55 H 4.066 -2.066 -4.130  0.345
56 H 5.872 -1.416 -5.639  0.384
57 H 6.569 0.950 -5.819  0.390
58 H 5.395 2.672 -4.490  0.373
59 H 3.579 2.023 -2.961  0.414

The value obtained for the largest force on an atom is 0.0585 Eh/bohr. The calculated total energy comes out at -131312.08698 eV. The calculation puts the frontier orbital gap at 5.972 eV. The total charge is +1. For the HOMO energy, the calculation gives -10.355 eV. Its multiplicity is 1. The LUMO energy comes out at -0.1610 hartree.

# 6
Entry from OMol25: an isolated molecule of CH5N3O at a distorted geometry (ωB97M-V with the def2-TZVPD basis set).

Last column: Mulliken charge in e.
Geometry (Å):
1 C -0.167 0.875 0.281  -0.248
2 N 0.460 -1.295 1.143  -0.808
3 N -0.570 -1.198 -0.849  -0.609
4 N -0.040 -0.625 0.369  0.786
5 O 1.106 1.467 0.200  -0.485
6 H -0.755 0.980 -0.636  0.253
7 H -0.839 1.189 1.114  0.271
8 H 1.596 1.457 0.982  0.320
9 H -0.024 -2.084 -0.889  0.293
10 H -0.767 -0.766 -1.716  0.228

The value obtained for the largest force on an atom is 0.0850 Eh/bohr. The calculated total energy comes out at -7632.14133 eV. The calculation puts the frontier orbital gap at 9.303 eV. For the HOMO energy, the calculation gives -8.474 eV. Its multiplicity is 1. The LUMO energy comes out at 0.0305 hartree.